Below is a 3-piece molecular cluster, C4H9N2OS overall at a distorted geometry, with properties calculated with ωB97M-V with the def2-TZVPD basis set.

```
17
Properties=species:S:1:pos:R:3
C -1.286 -0.854 -0.093
C 0.753 -0.566 0.087
C -0.440 0.478 -0.151
C -0.419 1.148 -1.493
N -0.102 -1.652 0.076
N -0.935 1.325 0.761
O -2.418 -1.138 -0.297
S 2.407 -0.593 -0.267
H 0.976 -0.228 1.956
H -1.428 1.314 -1.719
H 0.031 0.513 -2.238
H 0.096 2.001 -1.592
H -0.049 -2.699 0.074
H -1.004 0.797 1.613
H -0.396 2.143 0.902
H 1.521 -0.009 2.604
H 2.693 -1.980 -0.224
```

Summary:
- net charge = +1
- ΔE to the lowest compared entry with this formula, charge and spin (kcal per mole) = 104.5
- DFT total energy (hartree) = -740.37645
- HOMO energy (eV) = -14.6352
- 2S+1 = 1

Atom charges from the Löwdin analysis, given in e for atoms 1 to 6:
1. C -0.332
2. C -0.585
3. C -0.504
4. C 0.030
5. N 0.178
6. N 0.150


Below is an isolated ion of composition C4H9N2OS and charge +1 at a distorted geometry, with properties calculated with ωB97M-V with the def2-TZVPD basis set.

```
17
Properties=species:S:1:pos:R:3
C 3.106 -0.183 0.402
O 1.693 0.072 0.528
C 0.927 -0.199 -0.510
N -0.278 0.459 -0.307
C -1.409 -0.262 0.070
C -2.714 0.365 0.348
N -1.410 -1.540 -0.040
S 0.203 -2.176 -0.229
H 3.611 0.692 0.095
H 3.205 -1.033 -0.351
H 3.402 -0.537 1.385
H 1.436 -0.114 -1.538
H -0.434 1.378 -0.515
H -2.648 1.436 0.226
H -2.977 0.081 1.428
H -3.413 -0.219 -0.276
H -2.095 -2.221 0.226
```

Summary:
- net charge = +1
- ΔE to the lowest compared entry with this formula, charge and spin (kcal per mole) = 57.5
- DFT total energy (hartree) = -740.45136
- HOMO energy (eV) = -13.2238
- SMILES = CO[C@@H]1[NH+]=C(C)NS1
- 2S+1 = 1

Atom charges from the Löwdin analysis, given in e for atoms 1 to 6:
1. C -0.008
2. O -0.143
3. C -0.457
4. N 0.129
5. C -0.381
6. C 0.036


Below is an isolated ion of composition C4H9N2S and charge +1 at a distorted geometry, with properties calculated with ωB97M-V with the def2-TZVPD basis set.

```
16
Properties=species:S:1:pos:R:3
C -1.412 2.439 -0.394
C -1.119 1.045 0.243
C 0.365 0.543 -0.038
S 1.676 1.292 -0.554
N 0.377 -0.840 0.073
C 1.364 -1.746 -0.043
N 1.408 -2.972 0.368
H -1.972 2.293 -1.266
H -0.415 3.025 -0.600
H -2.079 2.965 0.410
H -1.653 0.277 -0.210
H -1.195 1.144 1.395
H -0.541 -1.120 0.294
H 2.380 -1.449 -0.592
H 2.124 -3.570 0.022
H 0.692 -3.326 0.892
```

Summary:
- net charge = +1
- ΔE to the lowest compared entry with this formula, charge and spin (kcal per mole) = 46.7
- DFT total energy (hartree) = -665.21788
- HOMO energy (eV) = -13.0694
- SMILES = CCC(=S)/[NH+]=C/N
- 2S+1 = 1

Atom charges from the Löwdin analysis, given in e for atoms 1 to 6:
1. C -0.095
2. C -0.204
3. C -0.767
4. S 0.854
5. N 0.027
6. C -0.099


Below is a 2-piece molecular cluster, C4H9N2S2 overall at a distorted geometry, with properties calculated with ωB97M-V with the def2-TZVPD basis set.

```
17
Properties=species:S:1:pos:R:3
C 0.349 -1.885 -0.619
C 0.547 -0.657 -1.143
C -1.098 -0.524 0.323
C -0.602 1.558 -0.936
N -0.618 -1.767 0.277
N -0.445 0.142 -0.615
S 1.984 0.796 1.447
S -2.410 0.074 1.256
H 1.028 -2.659 -0.771
H 1.125 -0.140 -1.863
H -1.593 1.984 -0.767
H 0.218 2.205 -0.476
H -0.538 1.578 -2.045
H -0.584 -2.517 0.928
H 1.892 1.988 1.782
H 3.405 0.781 1.219
H -2.660 -0.958 2.004
```

Summary:
- net charge = +1
- ΔE to the lowest compared entry with this formula, charge and spin (kcal per mole) = 23.2
- DFT total energy (hartree) = -1063.42746
- HOMO energy (eV) = -13.0703
- 2S+1 = 1

Atom charges from the Löwdin analysis, given in e for atoms 1 to 6:
1. C -0.056
2. C -0.042
3. C -0.649
4. C -0.013
5. N 0.107
6. N -0.140


Below is C4H9N3 as an isolated structure at a distorted geometry, with properties calculated with ωB97M-V with the def2-TZVPD basis set.

```
16
Properties=species:S:1:pos:R:3
C 0.387 0.327 0.201
N 1.239 -0.107 1.235
C 0.685 -0.181 -1.156
C 1.314 -1.309 -1.471
N 0.039 1.673 0.252
H 1.430 -1.099 1.217
H 0.937 0.174 2.159
H 0.144 2.064 1.181
H 0.269 0.435 -1.945
H 1.767 -1.960 -0.733
H 1.463 -1.595 -2.502
C -2.325 -0.052 0.400
N -2.640 1.096 0.368
H -0.976 1.806 0.007
H -2.802 -1.026 0.460
H -0.932 -0.246 0.328
```

Summary:
- ΔE to the lowest compared entry with this formula, charge and spin (kcal per mole) = 79.6
- DFT total energy (hartree) = -321.96356
- HOMO energy (eV) = -8.0532
- 2S+1 = 1

Atom charges from the Löwdin analysis, given in e for atoms 1 to 6:
1. C -0.527
2. N 0.092
3. C -0.134
4. C 0.016
5. N 0.070
6. H 0.076


Below is one molecule with the formula C4H9N3 at a distorted geometry, with properties calculated with ωB97M-V with the def2-TZVPD basis set.

```
16
Properties=species:S:1:pos:R:3
C 0.335 -1.173 -0.939
C -0.132 1.632 1.458
C -0.624 0.902 0.245
C 0.445 0.010 -0.342
N 1.378 -1.877 -1.431
N 1.679 -3.089 -0.593
N 0.915 -3.342 0.254
H -0.629 -1.571 -0.990
H -1.104 2.058 2.080
H 0.476 2.431 1.239
H 0.435 1.004 2.098
H -0.887 1.761 -0.400
H -1.575 0.321 0.447
H 1.549 0.405 -0.306
H 2.177 -1.223 -1.835
H 2.510 -3.586 -0.863
```

Summary:
- ΔE to the lowest compared entry with this formula, charge and spin (kcal per mole) = 115.0
- DFT total energy (hartree) = -321.90710
- HOMO energy (eV) = -8.3636
- 2S+1 = 1

Atom charges from the Löwdin analysis, given in e for atoms 1 to 6:
1. C -0.283
2. C -0.146
3. C -0.283
4. C -0.106
5. N -0.051
6. N -0.184